Entry from OMol25: 2 unconnected molecules or ions with the total composition C4H6N2O (ωB97M-V/def2-TZVPD).

```
13
Properties=species:S:1:pos:R:3
C -1.829 0.403 0.462
O -1.684 0.194 -0.954
C -0.538 0.539 -1.489
N 0.431 1.148 -1.059
N 1.631 1.420 -0.834
C 1.861 -1.345 0.243
C 1.304 -2.266 0.781
H -2.827 0.045 0.719
H -1.063 -0.162 1.001
H -1.743 1.472 0.684
H 1.765 2.428 -0.953
H 2.312 -0.483 -0.219
H 0.834 -3.101 1.251
```

## Properties
* multiplicity: 1
* energy relative to the best compared isomer or geometry (same formula, charge and spin): 152.4 kcal per mole
* max |F|: 0.60 eV/Å
* total charge: 0
* frontier orbital gap: 9.2734 eV
* LUMO level: 0.257 eV